The following is a quantum chemistry calculation of the molecule C15H15F3N4O at a distorted geometry, from OMol25.

Calculated values
Molar mass: 324.31 g mol⁻¹
Total charge: 0
HOMO: -8.3 eV
SMILES string: Cc1nnc(-c2cccc(C(F)(F)F)c2)nc1N1CCOCC1
DFT total energy: -31945.1820 eV
LUMO energy: -0.6182 eV
Spin multiplicity: 1
Gap between HOMO and LUMO: 0.2809 Eh

Last columns: bonded neighbours and bond lengths (Å).
Element x y z (Å)
1 C 1.82484 -2.94800 -1.72826  C2 1.417, H36 1.278, H37 1.262, H38 1.225
2 C 1.37039 -1.79289 -1.04497  C1 1.417, N3 1.344, C7 1.553
3 N 2.40778 -0.94215 -0.95884  C2 1.344, N4 1.461
4 N 2.13855 0.36468 -0.36269  N3 1.461, C5 1.485
5 C 0.73995 0.81634 -0.14772  N4 1.485, N6 1.215, C22 1.489
6 N -0.13020 -0.02555 -0.04278  C5 1.215, C7 1.289
7 C 0.11128 -1.26446 -0.30464  C2 1.553, N6 1.289, N8 1.380
8 N -0.92502 -2.14128 -0.55512  C7 1.380, C9 1.429, C16 1.511
9 C -0.82558 -3.56692 -0.52127  N8 1.429, H10 1.070, H11 1.296, C12 1.452
10 H -1.15255 -4.05471 -1.41561  C9 1.070
11 H 0.36473 -3.97097 -0.20607  C9 1.296
12 C -1.73148 -4.09092 0.48498  C9 1.452, O13 1.679, H20 1.266, H21 1.117
13 O -3.36598 -3.78471 0.25631  C12 1.679, C14 1.286
14 C -3.22486 -2.66843 -0.36716  O13 1.286, H15 1.223, C16 1.596, H19 1.220
15 H -4.32126 -2.16039 -0.18163  C14 1.223
16 C -2.15734 -1.58744 0.12076  N8 1.511, C14 1.596, H17 1.117, H18 1.059
17 H -2.48447 -0.67499 -0.43392  C16 1.117
18 H -2.20004 -1.39604 1.16141  C16 1.059
19 H -3.27988 -2.88863 -1.56605  C14 1.220
20 H -1.47434 -3.81223 1.69235  C12 1.266
21 H -1.78715 -5.20451 0.55163  C12 1.117
22 C 0.86596 2.15954 0.48146  C5 1.489, C23 1.301, C27 1.698
23 C 1.84533 3.00675 0.35390  C22 1.301, C24 1.471, H35 0.900
24 C 1.59441 4.35039 0.89816  C23 1.471, C25 1.363, C31 1.468
25 C 0.28982 4.74446 0.88886  C24 1.363, C26 1.538, H30 1.218
26 C -0.83072 3.72615 1.15845  C25 1.538, C27 1.212, H29 1.139
27 C -0.74366 2.55843 0.84480  C22 1.698, C26 1.212, H28 1.014
28 H -1.24839 1.69116 0.69652  C27 1.014
29 H -1.76831 4.15748 1.64060  C26 1.139
30 H 0.00643 5.72027 1.56134  C25 1.218
31 C 2.66193 5.33385 0.67893  C24 1.468, F32 1.484, F33 1.252, F34 1.417
32 F 2.12433 6.65632 0.27357  C31 1.484
33 F 3.64305 5.00126 -0.02454  C31 1.252
34 F 2.98647 5.60067 2.03224  C31 1.417
35 H 2.66279 2.79527 0.04384  C23 0.900
36 H 2.86179 -2.74790 -2.44766  C1 1.278
37 H 0.95533 -3.18878 -2.61085  C1 1.262
38 H 2.19607 -3.77112 -0.90029  C1 1.225